Record 1
{
  "formula": "C25H23O4",
  "method": "the ωB97M-V functional and the def2-TZVPD basis",
  "symbols": ["C", "O", "C", "C", "C", "C", "C", "C", "C", "C", "O", "C", "C", "C", "C", "C", "O", "C", "C", "O", "H", "H", "H", "H", "H", "H", "H", "H", "H", "H", "H", "H", "H", "H", "H", "H", "C", "C", "C", "C", "C", "C", "C", "C", "C", "H", "H", "H", "H", "H", "H", "H"],
  "xyz": [[5.854, 0.096, 0.437], [4.756, -0.662, 0.897], [3.578, 0.023, 1.176], [2.465, -0.720, 1.459], [1.201, -0.133, 1.755], [0.056, -0.914, 1.875], [-1.282, -0.406, 1.755], [-2.377, -1.097, 2.299], [-3.642, -0.574, 2.234], [-3.894, 0.645, 1.581], [-5.196, 1.145, 1.581], [-5.357, 2.378, 0.909], [-2.818, 1.293, 0.960], [-1.555, 0.779, 1.049], [1.151, 1.282, 1.911], [2.204, 2.097, 1.619], [2.008, 3.467, 1.782], [2.884, 4.293, 1.062], [3.473, 1.489, 1.186], [4.422, 2.174, 0.858], [6.758, -0.503, 0.564], [5.716, 0.334, -0.622], [5.946, 1.020, 1.015], [2.550, -1.789, 1.429], [0.185, -1.973, 2.025], [-2.210, -2.038, 2.794], [-4.478, -1.092, 2.682], [-6.399, 2.697, 1.010], [-4.705, 3.138, 1.352], [-5.118, 2.248, -0.151], [-2.980, 2.208, 0.418], [-0.758, 1.274, 0.527], [0.268, 1.747, 2.308], [2.901, 5.269, 1.541], [3.884, 3.870, 1.078], [2.525, 4.378, 0.036], [1.203, -2.694, -3.161], [1.535, -1.547, -2.454], [0.372, -0.913, -2.034], [-0.745, -1.678, -2.487], [-0.216, -2.795, -3.193], [-1.068, -3.740, -3.764], [-2.434, -3.565, -3.627], [-2.957, -2.473, -2.939], [-2.127, -1.527, -2.363], [1.886, -3.397, -3.609], [2.535, -1.195, -2.251], [0.317, 0.000, -1.467], [-0.663, -4.585, -4.297], [-3.103, -4.288, -4.061], [-4.025, -2.357, -2.856], [-2.526, -0.687, -1.825]],
  "e_homo_ev": -2.2,
  "orbital_gap_ha": 0.127,
  "charge": -1
}

=====

Record 2
{
  "formula": "C25H24BrN6O4PPd",
  "method": "the ωB97M-V functional and the def2-TZVPD basis",
  "symbols": ["Pd", "O", "N", "O", "C", "C", "C", "C", "C", "C", "N", "C", "C", "N", "C", "C", "C", "C", "H", "H", "H", "H", "H", "H", "H", "C", "N", "C", "N", "C", "N", "C", "P", "C", "C", "H", "H", "H", "H", "H", "H", "H", "H", "H", "H", "H", "H", "H", "Br", "C", "C", "C", "C", "C", "C", "C", "O", "O", "H", "H", "H", "H"],
  "xyz": [[0.369, -1.299, -0.205], [5.182, -1.910, 5.422], [3.966, -1.664, 5.331], [3.267, -1.447, 6.327], [3.397, -1.517, 4.030], [4.397, -1.545, 3.036], [4.125, -1.464, 1.634], [5.105, -1.455, 0.599], [4.612, -1.396, -0.692], [3.210, -1.333, -0.935], [2.324, -1.331, 0.060], [2.733, -1.366, 1.347], [1.765, -1.308, 2.359], [0.505, -1.312, 1.859], [-0.565, -1.154, 2.694], [-0.416, -1.303, 4.028], [0.831, -1.345, 4.611], [1.988, -1.306, 3.731], [5.445, -1.510, 3.292], [6.149, -1.421, 0.777], [5.326, -1.287, -1.547], [2.824, -1.361, -1.916], [-1.488, -0.846, 2.296], [-1.384, -1.366, 4.655], [1.079, -1.419, 5.657], [-1.012, 3.210, -2.876], [-1.596, 2.942, -1.476], [-0.834, 3.698, -0.395], [0.591, 3.472, -0.500], [1.064, 3.800, -1.866], [0.403, 2.947, -2.876], [0.722, 1.563, -2.817], [0.283, 0.885, -1.144], [-1.542, 1.462, -1.180], [1.022, 2.168, 0.037], [-1.191, 4.229, -3.105], [-1.531, 2.583, -3.625], [-2.584, 3.229, -1.428], [-1.302, 3.394, 0.541], [-1.059, 4.757, -0.580], [2.155, 3.774, -1.877], [0.800, 4.883, -1.984], [1.816, 1.458, -2.965], [0.227, 1.032, -3.684], [-1.988, 1.198, -0.185], [-2.042, 0.916, -2.017], [2.126, 1.966, -0.089], [0.809, 2.102, 1.082], [-7.902, -1.300, -2.650], [-6.130, -1.724, -2.149], [-5.247, -2.412, -2.983], [-3.904, -2.588, -2.672], [-3.421, -2.116, -1.460], [-4.266, -1.588, -0.477], [-5.622, -1.369, -0.849], [-1.966, -2.047, -1.155], [-1.127, -2.229, -2.078], [-1.589, -1.849, 0.060], [-5.542, -2.679, -4.021], [-3.275, -3.151, -3.332], [-3.886, -1.168, 0.438], [-6.207, -0.783, -0.116]],
  "spin_multiplicity": 3,
  "e_homo_ev": [-13.1, -13.2],
  "s2": 2.01,
  "orbital_gap_ha": [0.235, 0.200],
  "charge": 2,
  "relative_energy_kj_mol": 15.9
}

=====

Record 3
{
  "formula": "C25H24Co2O10",
  "method": "the ωB97M-V functional and the def2-TZVPD basis",
  "symbols": ["C", "C", "O", "C", "C", "C", "C", "C", "C", "O", "O", "C", "C", "O", "H", "H", "H", "H", "H", "H", "H", "H", "H", "H", "H", "H", "H", "H", "H", "H", "H", "O", "C", "Co", "C", "O", "C", "O", "C", "C", "C", "C", "C", "C", "C", "C", "C", "Co", "C", "O", "C", "O", "C", "O", "H", "H", "H", "H", "H", "H", "H"],
  "xyz": [[-0.568, 5.636, -1.502], [-0.053, 4.869, -0.314], [0.241, 3.529, -0.738], [0.720, 2.680, 0.201], [1.325, 1.459, -0.348], [2.807, 1.306, -0.228], [3.217, 0.230, 0.752], [3.548, 2.587, 0.179], [0.727, 0.996, -1.600], [-0.155, 1.521, -2.259], [1.305, -0.187, -1.982], [1.224, -0.545, -3.388], [-0.170, -0.708, -3.921], [0.672, 2.914, 1.409], [-0.797, 6.648, -1.164], [0.170, 5.722, -2.305], [-1.481, 5.192, -1.907], [0.867, 5.341, 0.061], [-0.811, 4.825, 0.480], [3.130, 1.012, -1.237], [2.840, -0.747, 0.445], [4.308, 0.185, 0.823], [2.819, 0.472, 1.743], [3.549, 3.321, -0.636], [3.085, 3.004, 1.084], [4.589, 2.322, 0.403], [1.753, 0.230, -3.958], [1.769, -1.493, -3.451], [-0.128, -0.980, -4.980], [-0.712, -1.488, -3.374], [-0.708, 0.239, -3.829], [-1.316, -2.093, 5.697], [-1.979, -1.794, 4.803], [-2.990, -1.360, 3.451], [-3.369, -2.952, 2.833], [-3.680, -4.025, 2.521], [-4.494, -1.128, 4.302], [-5.465, -1.055, 4.922], [-1.887, -0.115, 2.228], [-1.011, -0.570, 1.263], [0.315, -0.821, 1.102], [0.733, -2.072, 0.459], [1.724, -2.936, 1.003], [2.020, -4.167, 0.404], [1.321, -4.590, -0.740], [0.340, -3.745, -1.278], [0.078, -2.504, -0.706], [-2.758, -0.664, 0.758], [-4.505, -0.539, 1.116], [-5.656, -0.416, 1.109], [-2.724, 0.419, -0.655], [-2.719, 1.130, -1.561], [-2.879, -2.310, 0.069], [-3.014, -3.355, -0.390], [-1.749, 0.888, 2.653], [1.018, -0.376, 1.812], [2.216, -2.634, 1.936], [2.758, -4.831, 0.869], [1.544, -5.557, -1.208], [-0.269, -4.074, -2.119], [-0.684, -1.845, -1.114]],
  "e_homo_ev": -0.4,
  "orbital_gap_ha": 0.193,
  "charge": -2,
  "relative_energy_kj_mol": 0.0
}

=====

Record 4
{
  "formula": "C25H24CoN7S",
  "method": "the ωB97M-V functional and the def2-TZVPD basis",
  "symbols": ["Co", "C", "C", "C", "C", "N", "C", "C", "C", "C", "C", "C", "N", "C", "C", "C", "C", "C", "N", "H", "H", "H", "H", "H", "H", "H", "H", "H", "H", "H", "C", "C", "N", "C", "S", "N", "N", "C", "C", "C", "C", "C", "C", "C", "N", "H", "H", "H", "H", "H", "H", "H", "H", "H", "H", "H", "H", "H"],
  "xyz": [[0.404, -0.330, 0.121], [0.099, -1.573, -3.993], [0.858, -2.730, -3.984], [1.437, -3.145, -2.795], [1.240, -2.385, -1.656], [0.508, -1.255, -1.671], [-0.050, -0.865, -2.812], [1.781, -2.727, -0.321], [2.420, -3.900, 0.045], [2.786, -4.063, 1.374], [2.493, -3.079, 2.307], [1.849, -1.932, 1.875], [1.536, -1.781, 0.587], [1.389, -0.798, 2.705], [1.608, -0.690, 4.065], [1.111, 0.415, 4.739], [0.418, 1.378, 4.027], [0.238, 1.202, 2.665], [0.706, 0.140, 2.016], [-0.376, -1.218, -4.896], [0.998, -3.305, -4.889], [2.035, -4.045, -2.756], [-0.644, 0.039, -2.766], [2.614, -4.678, -0.678], [3.282, -4.971, 1.687], [2.749, -3.217, 3.347], [2.157, -1.457, 4.593], [1.265, 0.520, 5.804], [0.014, 2.255, 4.512], [-0.309, 1.921, 2.071], [-5.582, 0.821, 0.001], [-4.768, 0.788, 1.288], [-3.786, -0.287, 1.304], [-2.557, -0.206, 0.762], [-1.629, -1.661, 0.692], [-2.220, 0.988, 0.282], [-0.969, 1.076, -0.222], [-0.657, 2.156, -0.863], [-1.629, 3.252, -1.162], [0.756, 2.273, -1.268], [1.234, 3.321, -2.049], [2.580, 3.354, -2.376], [3.415, 2.349, -1.917], [2.860, 1.346, -1.139], [1.572, 1.309, -0.819], [-6.321, 1.622, 0.037], [-6.109, -0.121, -0.152], [-4.928, 0.991, -0.854], [-5.418, 0.651, 2.153], [-4.233, 1.725, 1.420], [-4.091, -1.216, 1.539], [-2.636, 2.922, -0.935], [-1.573, 3.543, -2.212], [-1.411, 4.140, -0.563], [0.566, 4.096, -2.392], [2.972, 4.160, -2.982], [4.471, 2.340, -2.146], [3.473, 0.540, -0.750]],
  "spin_multiplicity": 2,
  "e_homo_ev": [-9.7, -10.0],
  "s2": 0.76,
  "orbital_gap_ha": [0.240, 0.249],
  "charge": 1
}